Density functional theory data (the ωB97M-V functional and the def2-TZVPD basis) for C48H70BrGeINP2PtSeSi as an isolated structure.

Its HOMO energy (alpha / beta) is -9.11 / -10.41 eV. As for the expectation value of S²: 2.008. The value obtained for the lowest unoccupied orbital energy (alpha / beta) is -0.084 / -0.118 Ha. The calculation puts the HOMO-LUMO gap (alpha / beta) at 0.2506 / 0.2641 hartree. Its charge is +1. As for the multiplicity: 3. The largest force on an atom comes out at 0.72 eV Å⁻¹. As for the total energy: -10367.18858 Eh.

CARTESIAN COORDINATES (ANGSTROEM)
Pt  -0.463  -2.146  -0.330
I  -2.972  -5.130  4.229
Br  -0.454  1.038  -0.580
Se  -3.317  -2.002  -0.559
Ge  -6.386  -1.493  0.261
P  1.943  -2.085  -0.667
P  3.999  -1.814  1.675
Si  -0.936  3.295  -0.635
N  -0.980  -2.229  1.805
C  2.018  -4.718  0.223
C  8.639  -1.670  1.650
C  6.570  -2.282  0.581
C  -2.285  2.622  -3.081
C  3.386  -5.709  -1.984
C  1.806  -1.406  -2.358
C  2.226  -0.101  -2.620
C  -6.886  -1.770  -1.591
C  3.724  2.241  2.483
C  6.531  -1.137  2.688
C  -0.104  3.732  -3.313
C  0.836  3.942  1.476
C  -2.397  3.455  0.572
C  3.033  -6.561  -0.945
C  3.612  -1.525  -0.118
C  -0.563  -1.291  2.664
C  3.063  -4.358  -1.916
C  -1.372  3.684  -2.444
C  2.566  1.052  4.224
C  2.359  -6.062  0.165
C  7.919  -1.118  2.703
C  1.981  0.486  -3.855
C  3.996  1.041  1.844
C  1.306  -0.221  -4.842
C  3.552  -0.175  2.381
C  -6.319  -3.183  1.212
C  -1.500  -2.493  4.504
C  3.008  2.247  3.680
C  -3.704  2.967  -0.078
C  0.660  4.140  -0.040
C  -3.289  -1.163  -2.314
C  2.362  -3.856  -0.820
C  -2.084  5.054  -2.515
C  0.876  -1.517  -4.589
C  1.121  -2.107  -3.355
C  -0.951  -3.984  -1.240
C  2.836  -0.153  3.572
C  -4.566  -0.764  0.304
C  -2.200  2.609  1.846
C  1.921  3.547  -0.701
C  5.835  -1.701  1.616
C  -1.920  -3.462  3.606
C  7.961  -2.259  0.593
C  0.610  5.654  -0.346
C  -1.649  -3.297  2.263
C  -2.585  4.936  0.977
C  -7.585  -0.246  1.129
C  -0.820  -1.389  4.019
H  -1.254  2.791  2.359
H  2.014  2.476  -0.499
H  2.801  4.048  -0.273
H  6.070  -2.774  -0.246
H  -2.505  -1.637  -2.898
H  -5.567  -3.836  0.762
H  -2.291  5.293  -3.567
H  -8.602  -0.650  1.110
H  8.513  -2.709  -0.225
H  0.036  4.393  2.068
H  -4.475  0.201  -0.196
H  1.485  6.137  0.108
H  3.288  -7.613  -0.998
H  -1.479  5.869  -2.109
H  -1.980  -4.016  1.527
H  -7.902  -2.173  -1.639
H  -1.744  -3.841  -1.977
H  -3.014  2.849  2.546
H  3.917  -6.095  -2.848
H  4.245  -2.187  -0.701
H  -4.026  3.594  -0.912
H  4.086  3.174  2.063
H  -3.618  1.934  -0.431
H  -3.217  2.454  -2.540
H  0.905  2.881  1.740
H  2.529  -1.094  4.016
H  -2.726  5.595  0.113
H  9.723  -1.649  1.659
H  -1.747  5.325  1.558
H  2.094  -6.724  0.983
H  1.118  0.236  -5.807
H  -0.490  -0.605  4.685
H  -7.296  -0.088  2.172
H  2.812  3.184  4.191
H  -7.288  -3.689  1.161
H  0.784  -3.121  -3.173
H  3.355  -3.697  -2.726
H  0.526  4.597  -3.089
H  1.480  -4.333  1.084
H  -1.304  -4.669  -0.466
H  0.352  -2.077  -5.355
H  8.439  -0.670  3.541
H  -0.279  6.147  0.061
H  2.319  1.499  -4.044
H  -6.864  -0.829  -2.148
H  2.032  1.057  5.169
H  -3.044  5.054  -1.990
H  -4.250  -1.287  -2.807
H  3.826  -0.496  -0.402
H  -4.501  2.992  0.678
H  -3.483  5.025  1.603
H  -0.408  3.814  -4.365
H  -3.057  -0.114  -2.180
H  -6.212  -2.487  -2.067
H  -1.760  1.671  -3.176
H  -1.701  -2.599  5.564
H  -0.077  -4.423  -1.719
H  -7.586  0.717  0.611
H  4.584  1.048  0.930
H  -2.258  1.540  1.620
H  -6.070  -3.025  2.267
H  0.501  2.823  -3.214
H  1.777  4.421  1.783
H  -2.545  2.957  -4.094
H  2.733  0.478  -1.856
H  1.954  3.693  -1.781
H  5.988  -0.702  3.520
H  0.648  5.859  -1.417
H  -4.243  -0.639  1.340
H  -0.041  -0.440  2.242